Record 1
This record from the Open Molecules 2025 dataset describes a 2-piece molecular cluster, C3H6N2O overall at a distorted geometry. The level of theory is ωB97M-V/def2-TZVPD.

Structure (XYZ):
```
12
Properties=species:S:1:pos:R:3:nbo_charge:R:1
O -1.94599 0.83636 0.35407 -0.8970
N 0.52357 0.82899 0.87815 -0.8011
N 2.90567 -0.88467 -1.08212 -0.3029
C -0.48828 -0.34588 -0.68394 0.0330
C 1.92613 -0.74069 -0.48388 0.2639
C 0.66190 -0.48031 0.24084 -0.2660
H -1.30224 -1.06509 -0.73542 0.2095
H -2.40543 0.23634 0.97468 0.4712
H 1.00291 1.51900 0.28449 0.3403
H -0.38026 0.32923 -1.52835 0.2188
H -1.00161 1.04779 0.80363 0.4952
H 0.50362 -1.28108 0.97784 0.2351
```

Properties
Relative energy (zero: lowest compared OMol25 entry of this formula, charge and spin) in eV: 5.2289
Gap between HOMO and LUMO (alpha / beta) in eV: 7.8 / 7.8
DFT total energy in eV: -8231.4699

=====

Record 2
This record from the Open Molecules 2025 dataset describes C32H35BrF4O3P2SrTe as an isolated structure. The level of theory is ωB97M-V/def2-TZVPD.

Structure (XYZ):
```
79
Properties=species:S:1:pos:R:3:lowdin_charge:R:1
Te -2.69003 -1.97715 -4.63414 0.4530
Sr -0.62710 0.18717 -0.23393 1.3741
Br 1.44294 -1.44040 1.79074 0.9109
P -2.12409 -0.54292 -2.89513 0.0208
P 1.13689 -2.28024 -1.47359 1.0663
F 4.95298 -5.16205 2.12544 0.1458
F 4.77456 -5.85577 -0.49217 0.1423
F 3.10812 -4.56258 -2.11405 0.1203
F 3.44128 -3.17493 3.10117 0.0856
O -3.10984 0.72620 -2.78507 -0.3328
O -0.70948 -0.06249 -2.70732 -0.5234
O -2.45484 -1.16127 -1.40083 -0.4536
C -0.02849 2.23447 1.59134 -0.3295
C 2.33906 -3.15473 -0.37626 -0.3114
C -0.47377 -5.38714 -3.66792 -0.0773
C 2.20386 -1.73613 -2.84652 -0.3636
C -1.75795 -5.09639 -1.65876 -0.0831
C 3.32959 -3.49318 1.81277 -0.2647
C 3.55288 -1.45357 -2.64157 -0.0937
C -1.53557 -5.75940 -2.85693 -0.0785
C 2.40880 -0.94345 -5.11231 -0.0622
C 2.45585 -2.82383 0.97395 -0.5500
C 3.75593 -0.68029 -4.90766 -0.0820
C -0.92879 2.76902 0.63754 -0.3401
C -3.18493 0.47051 2.57087 -0.0437
C -0.62505 3.84107 -0.37136 -0.0401
C -4.81311 1.68349 -4.18044 -0.0751
C -2.08292 1.26672 1.92815 -0.3154
C -4.87295 -1.14514 -0.96787 -0.0540
C 4.32522 -0.92957 -3.66794 -0.0811
C 4.11513 -4.52101 1.32130 -0.1321
C 0.36944 -4.35521 -3.28858 -0.0978
C 1.39942 2.65989 1.78975 -0.0471
C 3.14396 -4.18973 -0.83613 -0.2132
C 0.14882 -3.68004 -2.09353 -0.3663
C 1.63030 -1.45753 -4.08727 -0.1055
C -0.92391 -4.05499 -1.28655 -0.1184
C -3.32886 1.57949 -3.92646 -0.3044
C -3.45348 2.55906 0.11156 -0.0351
C -3.61534 -1.97009 -1.10897 -0.2993
C -2.20164 2.17766 0.85160 -0.3213
C -0.74009 1.30076 2.38781 -0.3438
C -0.26446 0.66204 3.66266 -0.0992
C 4.02181 -4.87283 -0.01213 -0.1298
H 0.57315 -1.62655 -4.25324 0.0600
H -1.21147 3.71807 -1.28551 0.0686
H -0.85263 4.83859 0.01699 0.0848
H 1.47083 3.55341 2.41686 0.0855
H -3.70837 -2.71560 -1.90059 0.0579
H -4.14068 0.63843 2.07450 0.0601
H -5.21609 0.70450 -4.44108 0.0685
H -5.32764 2.05574 -3.29361 0.0774
H 5.37292 -0.71950 -3.49597 0.1035
H -2.88857 2.54916 -3.68717 0.1147
H -2.19492 -6.56095 -3.16321 0.1063
H 0.82464 0.61347 3.72109 0.0388
H 1.19249 -4.07176 -3.92990 0.1053
H -0.64791 -0.35440 3.78687 0.0605
H -3.78478 3.56356 0.39038 0.0869
H -0.30489 -5.89710 -4.60724 0.1090
H 1.95292 -0.74034 -6.07263 0.1097
H 0.42884 3.84656 -0.65734 0.0686
H -0.59600 1.23506 4.53401 0.0868
H -3.31458 0.74931 3.62037 0.0816
H -5.00447 2.36980 -5.00663 0.0791
H 4.01505 -1.64182 -1.67967 0.1033
H -4.74347 -0.36349 -0.21850 0.0631
H -3.37473 -2.48161 -0.17534 0.1135
H -3.31345 2.55192 -0.97154 0.0574
H -2.58827 -5.37927 -1.02429 0.1078
H -5.14514 -0.68014 -1.91355 0.0699
H -1.11169 -3.52064 -0.36068 0.0963
H 1.89386 2.90069 0.84530 0.0690
H -2.99909 -0.60930 2.55890 0.0732
H -4.27640 1.87710 0.32574 0.0572
H -2.81317 1.16926 -4.79734 0.0787
H 1.99143 1.88161 2.27539 0.0569
H -5.69002 -1.79626 -0.65200 0.0867
H 4.35863 -0.27584 -5.71044 0.1028
```

Properties
Relative energy (zero: lowest compared OMol25 entry of this formula, charge and spin) in eV: 0.4302
Gap between HOMO and LUMO in eV: 7.3
DFT total energy in eV: -147517.9867

=====

Record 3
This record from the Open Molecules 2025 dataset describes C2H8N4S in the gas phase at a distorted geometry. The level of theory is ωB97M-V/def2-TZVPD.

Structure (XYZ):
```
15
Properties=species:S:1:pos:R:3:nbo_charge:R:1
S -1.62054 -1.89464 -0.93355 -0.0474
N 0.47176 -1.14670 1.75977 -0.6283
N 1.55469 1.74911 -0.60024 -0.7065
N 0.79150 -0.16213 0.78857 -0.4914
N 0.22282 1.31704 -0.91918 -0.3457
C -0.08807 0.34403 -0.14393 0.3602
C -1.51068 -0.21260 -0.23801 -0.5671
H 1.52923 0.48416 1.07829 0.4062
H -1.03041 -1.55717 -2.11971 0.1415
H -0.05899 -1.89394 1.22317 0.3603
H 2.18162 0.93554 -0.84526 0.3409
H -1.99877 -0.18138 0.73135 0.2299
H 1.81295 2.51256 -1.25003 0.3661
H -0.22534 -0.74990 2.38751 0.3285
H -2.03176 0.45601 -0.91876 0.2530
```

Properties
Relative energy (zero: lowest compared OMol25 entry of this formula, charge and spin) in eV: 0.6659
Gap between HOMO and LUMO in eV: 9.2
DFT total energy in eV: -18997.4704

=====

Record 4
This record from the Open Molecules 2025 dataset describes C3H8ClP in the gas phase at a distorted geometry. The level of theory is ωB97M-V/def2-TZVPD.

Structure (XYZ):
```
13
Properties=species:S:1:pos:R:3:nbo_charge:R:1
Cl -2.69816 0.09221 -0.13515 -0.0853
P -0.10102 1.50065 0.35263 0.6191
C 1.48311 0.89413 -0.07788 -0.9943
C -0.92709 -0.17209 -0.26562 -0.4389
C -0.66676 -1.37404 0.54498 -0.6571
H -0.16320 2.12390 -1.03409 -0.0352
H 1.48378 0.56109 -1.08713 0.2251
H -0.73405 -0.41117 -1.38681 0.2258
H 0.28010 -1.86401 0.36027 0.2187
H -0.66575 -1.27579 1.73729 0.2140
H 1.96969 0.09561 0.56294 0.2387
H -1.47748 -1.97159 0.29063 0.2296
H 2.21684 1.80110 0.13795 0.2399
```

Properties
Relative energy (zero: lowest compared OMol25 entry of this formula, charge and spin) in eV: 1.0850
Gap between HOMO and LUMO in eV: 10.5
DFT total energy in eV: -25050.5660

=====

Record 5
This record from the Open Molecules 2025 dataset describes a 2-piece molecular cluster, C3H7NO overall at a distorted geometry. The level of theory is ωB97M-V/def2-TZVPD.

Structure (XYZ):
```
12
Properties=species:S:1:pos:R:3:mulliken_spin:R:1
O -3.47525 -0.52629 -0.57275 0.0007
N 1.29744 -0.79701 0.38110 0.4709
C 1.20038 0.43625 -0.27016 0.0839
C 2.20014 1.36891 -0.31705 0.3602
C 0.36080 -1.31078 1.06717 -0.0044
H 0.22428 0.38076 -0.76364 0.0089
H 3.15761 1.18760 0.13225 0.0207
H 0.29839 -2.38765 1.24748 0.0131
H -3.47819 0.36031 -0.18846 0.0000
H -0.37379 -0.55070 1.36859 0.0225
H -3.40472 -0.56302 -1.52017 0.0000
H 1.99289 2.40161 -0.56435 0.0236
```

Properties
Relative energy (zero: lowest compared OMol25 entry of this formula, charge and spin) in eV: 1.7328
Expectation value of S²: 0.7771
Multiplicity: 2
Net charge: +1
Gap between HOMO and LUMO (alpha / beta) in eV: 9.2 / 6.4
DFT total energy in eV: -6751.2878

=====

Record 6
This record from the Open Molecules 2025 dataset describes C5H8O as an isolated structure at a distorted geometry. The level of theory is ωB97M-V/def2-TZVPD.

Structure (XYZ):
```
14
Properties=species:S:1:pos:R:3:nbo_charge:R:1
O -1.09863 -1.13670 0.50289 -0.5121
C 0.31128 0.42465 -0.79435 -0.3030
C 0.04984 -0.76118 1.30089 -0.0524
C -0.22635 -1.29201 -0.57748 0.0438
C 0.91202 -0.62223 0.04410 -0.2871
C -0.56781 1.49868 -0.28173 -0.6477
H 1.96041 -0.86703 -0.01335 0.2192
H -0.54388 -1.71553 -1.51622 0.2168
H 0.55594 0.53511 -1.84501 0.2199
H -0.66558 1.77149 0.76723 0.2180
H -1.46059 1.76500 -0.88657 0.2291
H -0.14617 0.11814 1.91993 0.1841
H 0.36416 -1.61418 1.90229 0.1863
H 0.55535 1.89579 -0.52263 0.2851
```

Properties
Relative energy (zero: lowest compared OMol25 entry of this formula, charge and spin) in eV: 5.2692
Gap between HOMO and LUMO in eV: 8.2
DFT total energy in eV: -7356.9861

=====

> Look up the DFT total energy of the second one.

-147517.9867 eV